No. 1
C23H18FN5O2S in the gas phase. Source: the Open Molecules 2025 dataset; level of theory: wB97M-V/def2-TZVPD.

Structure (XYZ):
```
50
C23H18FN5O2S, DFT wB97M-V/def2-TZVPD
O 0.9337 1.1307 0.0307
C 0.7338 0.1521 0.6062
N 1.4741 -0.3516 1.5152
C 2.7753 -0.4542 1.5831
C 3.2347 0.9158 1.2115
C 2.9441 2.0908 1.9492
C 3.4985 3.4156 1.1230
C 4.2219 3.3946 -0.0100
C 4.5837 2.1155 -0.5423
C 3.9976 1.1831 0.0226
C -0.7592 -0.3338 0.4226
C -1.0485 -1.8229 0.6235
C -1.7388 -2.6256 -0.4965
C -1.7246 -4.2051 -0.2763
C -1.1262 -4.7135 0.7932
C -0.5106 -3.7837 1.9065
N -0.2555 -2.6154 1.7211
N -1.5342 0.1647 -0.5655
C -0.9947 0.0850 -2.0186
O -1.6316 0.6226 -2.7567
C 0.3975 -0.3990 -2.0137
C 1.2365 -0.0158 -2.8433
S 2.7333 -0.7802 -3.0928
N 2.1742 -1.8211 -1.6223
N 0.9235 -1.6986 -1.3275
C -2.8332 0.7229 -0.3879
C -3.7092 0.0936 0.3242
C -4.9527 0.8616 0.4026
C -5.2136 1.9687 -0.2382
F -6.3459 2.6051 -0.0915
C -4.1814 2.6744 -0.8411
C -3.0145 1.8860 -1.0725
H 0.9677 -1.3414 1.8859
H 2.9674 -0.4682 2.8685
H 3.2230 -1.1853 1.3545
H 2.3664 2.2066 2.8091
H 3.2972 4.3199 1.6034
H 4.6723 4.3779 -0.2995
H 5.1575 1.9534 -1.5507
H 4.1631 0.1368 -0.5828
H -1.5232 0.0126 1.4175
H -1.9731 -2.2615 -1.2599
H -2.1254 -4.7659 -0.9895
H -0.9044 -5.8884 0.9266
H 0.1747 -4.1725 2.4209
H 1.2025 0.8768 -3.7665
H -3.5850 -0.8009 0.6930
H -5.7426 0.2978 1.2976
H -4.3723 3.8088 -1.2451
H -2.2539 2.4314 -1.6215
```

Computed properties:
Energy   -49223.0855 eV
Relative energy (zero: lowest compared OMol25 entry of this formula, charge and spin)   1773.6 kJ/mol
E_LUMO   -0.5 eV
HOMO-LUMO gap   7.77 eV

No. 2
C4H11N3 in the gas phase. Source: the Open Molecules 2025 dataset; level of theory: wB97M-V/def2-TZVPD.

Structure (XYZ):
```
18
C4H11N3, DFT wB97M-V/def2-TZVPD
H 0.2299 -0.8857 -2.3674
N 1.0857 -0.8963 -1.8110
C 0.9200 -0.5002 -0.6569
C 2.2622 -0.6326 0.4964
C -0.0979 -0.0269 0.2326
C 0.0641 1.3549 0.8436
N -1.4566 -0.0846 -0.8709
N -2.5819 -0.5461 -0.1297
H 2.8058 0.3047 0.4101
H 2.0065 -0.8385 1.5319
H 2.8228 -1.4717 0.0962
H -0.4232 -0.7955 0.9358
H 0.4145 2.0677 0.0976
H 0.7667 1.3406 1.6743
H -0.8987 1.6933 1.2252
H -1.6049 0.8768 -1.1830
H -3.1892 0.2024 0.2001
H -3.1260 -1.1623 -0.7249
```

Computed properties:
Energy   -8793.6593 eV
Relative energy (zero: lowest compared OMol25 entry of this formula, charge and spin)   382.1 kJ/mol
E_LUMO   0.9 eV
HOMO-LUMO gap   9.49 eV

One value per record, in order, for HOMO level: -8.26 -8.56 eV.
One value per record, in order, for largest force on an atom: 19.96 6.46 eV/A.